[1]
An isolated molecule of C6H13O6P, computed with ωB97M-V/def2-TZVPD.

The value obtained for the relative energy (zero: lowest compared OMol25 entry of this formula, charge and spin) is 0.000 eV. The multiplicity is 1. Its largest force on an atom is 3.37 eV/A. As for the lowest unoccupied orbital energy: 0.122 eV. The calculation puts the HOMO energy at -0.3572 Eh.

CARTESIAN COORDINATES (ANGSTROEM)
1 C -0.27 -1.07 -2.77
2 O 0.03 -1.24 -1.40
3 C -0.83 -0.69 -0.36
4 C -1.92 0.11 -1.05
5 O -1.77 1.11 -1.68
6 C -1.30 -1.64 0.67
7 O -1.31 -1.05 1.92
8 P 0.37 0.50 0.52
9 O -0.26 1.51 1.40
10 O 1.12 1.18 -0.73
11 C 1.39 2.58 -0.65
12 O 1.57 -0.36 1.22
13 C 1.82 -0.40 2.65
14 H 0.62 -1.49 -3.38
15 H -0.40 0.12 -3.11
16 H -1.31 -1.50 -3.02
17 H -2.92 -0.33 -0.93
18 H -0.51 -2.37 0.92
19 H -2.35 -2.13 0.45
20 H -2.01 -0.37 2.01
21 H 1.23 2.87 0.37
22 H 0.81 3.12 -1.32
23 H 2.51 2.88 -0.79
24 H 0.96 -0.20 3.17
25 H 2.65 0.28 2.96
26 H 2.09 -1.42 2.93

natural (NBO) atomic charge list, values in e, 5 entries: -0.276 -0.529 -0.194 0.419 -0.468

=====

[2]
A structure of composition C30H24N8O5Ti, computed with ωB97M-V/def2-TZVPD.

The multiplicity is 1. Its largest force on an atom is 1.42 eV/A. As for the lowest unoccupied orbital energy (spin up / spin down): -5.980 / -5.872 eV. As for the charge: +2. The calculation puts the HOMO energy (spin up / spin down) at -0.4348 / -0.4367 Eh.

CARTESIAN COORDINATES (ANGSTROEM)
1 Ti -1.43 -0.58 -0.71
2 O -1.06 -4.55 -1.40
3 C -1.55 -3.33 -1.22
4 O -1.14 -2.34 -1.86
5 C -2.63 -3.15 -0.29
6 C -3.43 -4.12 0.29
7 C -4.61 -3.74 0.91
8 C -5.00 -2.40 0.82
9 C -4.16 -1.47 0.26
10 N -2.91 -1.82 -0.17
11 C -4.41 -0.09 -0.12
12 O -5.51 0.58 0.19
13 O -3.54 0.46 -0.79
14 H -0.43 -4.52 -2.14
15 H -3.16 -5.17 0.21
16 H -5.27 -4.47 1.36
17 H -5.99 -2.11 1.17
18 H -6.13 0.03 0.68
19 C -1.86 1.08 3.33
20 C -1.85 0.20 2.23
21 N -1.53 0.58 1.01
22 C -1.28 1.91 0.80
23 C -1.26 2.84 1.82
24 C -1.54 2.39 3.13
25 C -0.99 4.23 1.51
26 C -0.84 4.63 0.24
27 C -0.94 3.68 -0.85
28 C -0.90 4.07 -2.21
29 C -1.08 3.14 -3.18
30 C -1.27 1.80 -2.81
31 N -1.27 1.41 -1.55
32 C -1.13 2.34 -0.58
33 H -2.12 0.71 4.31
34 H -2.08 -0.85 2.36
35 H -1.54 3.09 3.95
36 H -0.95 4.94 2.32
37 H -0.66 5.67 0.00
38 H -0.75 5.12 -2.46
39 H -1.09 3.40 -4.23
40 H -1.41 1.03 -3.56
41 N 9.11 1.52 0.87
42 C 8.07 1.26 0.47
43 C 6.75 0.94 -0.02
44 C 5.65 1.65 0.44
45 C 4.38 1.35 -0.03
46 C 4.23 0.32 -0.95
47 C 5.31 -0.39 -1.43
48 C 6.58 -0.07 -0.96
49 N 2.91 0.00 -1.41
50 C 2.52 -0.36 -2.69
51 C 1.19 -0.59 -2.63
52 N 0.74 -0.36 -1.33
53 C 1.80 -0.02 -0.65
54 H 5.79 2.45 1.16
55 H 3.53 1.93 0.30
56 H 5.18 -1.20 -2.14
57 H 7.44 -0.62 -1.32
58 H 3.22 -0.41 -3.51
59 H 0.54 -0.92 -3.42
60 H 1.83 0.19 0.41
61 N 0.33 -3.79 1.73
62 C 0.26 -2.44 1.63
63 N 0.80 -1.71 2.63
64 O -0.27 -1.92 0.63
65 H 0.83 -4.25 2.47
66 H 0.01 -4.33 0.94
67 H 1.22 -2.13 3.44
68 H 0.72 -0.71 2.60

natural (NBO) atomic charge list, values in e, 5 entries: 1.475 -0.645 0.767 -0.634 -0.018

=====

[3]
The ion C4H10NS with charge -1, computed with ωB97M-V/def2-TZVPD.

The value obtained for the relative energy (zero: lowest compared OMol25 entry of this formula, charge and spin) is 0.154 eV. The multiplicity is 1. Its largest force on an atom is 0.47 eV/A. As for the lowest unoccupied orbital energy: 4.014 eV. As for the charge: -1. The calculation puts the HOMO energy at -0.0830 Eh.

CARTESIAN COORDINATES (ANGSTROEM)
1 C -1.51 -1.86 0.35
2 C -0.82 -0.49 0.48
3 N 0.59 -0.59 0.11
4 C 1.09 0.46 -0.80
5 C 1.17 1.87 -0.22
6 S -0.32 2.89 -0.43
7 H -1.29 -2.24 -0.65
8 H -2.59 -1.77 0.45
9 H -1.17 -2.57 1.11
10 H -1.29 0.19 -0.22
11 H -0.98 -0.06 1.47
12 H 1.18 -0.58 0.93
13 H 2.07 0.08 -1.12
14 H 0.43 0.48 -1.66
15 H 1.40 1.78 0.86
16 H 2.04 2.39 -0.65

natural (NBO) atomic charge list, values in e, 5 entries: -0.606 -0.239 -0.649 -0.227 -0.548

=====

Copy entry 3 word for word.
The ion C4H10NS with charge -1, computed with ωB97M-V/def2-TZVPD.

The value obtained for the relative energy (zero: lowest compared OMol25 entry of this formula, charge and spin) is 0.154 eV. The multiplicity is 1. Its largest force on an atom is 0.47 eV/A. As for the lowest unoccupied orbital energy: 4.014 eV. As for the charge: -1. The calculation puts the HOMO energy at -0.0830 Eh.

CARTESIAN COORDINATES (ANGSTROEM)
1 C -1.51 -1.86 0.35
2 C -0.82 -0.49 0.48
3 N 0.59 -0.59 0.11
4 C 1.09 0.46 -0.80
5 C 1.17 1.87 -0.22
6 S -0.32 2.89 -0.43
7 H -1.29 -2.24 -0.65
8 H -2.59 -1.77 0.45
9 H -1.17 -2.57 1.11
10 H -1.29 0.19 -0.22
11 H -0.98 -0.06 1.47
12 H 1.18 -0.58 0.93
13 H 2.07 0.08 -1.12
14 H 0.43 0.48 -1.66
15 H 1.40 1.78 0.86
16 H 2.04 2.39 -0.65

natural (NBO) atomic charge list, values in e, 5 entries: -0.606 -0.239 -0.649 -0.227 -0.548